# 1
Below is C53H124F6LiN11O23S2 as an isolated structure at a distorted geometry, with properties calculated with wB97M-V/def2-TZVPD.

The lowest unoccupied orbital energy (spin up / spin down) is -1.8 / -6.0 eV. As for the total energy: -158619.5023 eV. The value obtained for the strongest force on any atom is 7.08 eV Å⁻¹. For the HOMO energy (spin up / spin down), the calculation gives -0.3550 / -0.3550 Eh. For the gap between HOMO and LUMO (spin up / spin down), the calculation gives 7.8 / 3.6 eV.

The geometry in ORCA input format:
```
! RIJCOSX wB97M-V def2-TZVPD def2/J DEFGRID3
* xyz 1 2
Li -1.95 -2.12 -1.10
C 1.54 -2.19 -2.31
F 1.61 -0.86 -2.45
F 0.57 -2.71 -3.08
F 2.71 -2.76 -2.67
S 1.19 -2.55 -0.42
O 0.86 -3.98 -0.26
O 2.42 -2.07 0.24
N -0.28 -1.61 -0.15
S 0.22 -0.39 0.63
O 0.65 -0.74 1.99
O 1.07 0.56 -0.15
C -1.49 0.65 0.80
F -1.33 1.91 1.05
F -2.10 0.63 -0.39
F -2.23 0.04 1.70
C -2.80 -3.64 -2.97
C -2.44 -2.29 -3.69
O -2.47 -1.15 -2.83
O -1.84 -3.92 -2.01
H -2.84 -4.41 -3.74
H -3.74 -3.72 -2.42
H -3.22 -2.27 -4.45
H -1.46 -2.34 -4.17
H -2.24 -0.39 -3.37
H -1.58 -4.79 -2.33
C 3.83 1.47 -1.98
C 3.08 2.75 -1.51
O 3.15 3.80 -2.45
O 5.24 1.67 -2.39
H 3.24 1.06 -2.80
H 3.95 0.74 -1.19
H 3.46 3.03 -0.53
H 2.05 2.40 -1.45
H 2.30 4.23 -2.54
H 5.80 0.96 -2.07
C -2.80 -5.35 2.90
C -2.10 -4.83 1.60
O -1.92 -5.85 0.58
O -1.91 -6.39 3.34
H -3.69 -5.96 2.74
H -2.83 -4.59 3.69
H -1.17 -4.37 1.93
H -2.79 -4.09 1.22
H -1.44 -5.48 -0.17
H -1.63 -6.76 2.50
C -0.04 -3.18 4.79
C -1.43 -2.74 5.07
O -1.88 -2.11 3.87
O 0.74 -2.00 4.58
H 0.01 -3.75 3.86
H 0.26 -3.75 5.67
H -1.36 -2.04 5.90
H -2.28 -3.41 5.23
H -2.76 -1.75 4.05
H 0.30 -1.59 3.84
C 3.03 -5.58 -2.92
C 2.90 -7.02 -3.14
O 1.62 -7.55 -3.21
O 3.08 -5.27 -1.53
H 2.30 -5.08 -3.54
H 3.97 -5.28 -3.40
H 3.41 -7.61 -2.38
H 3.21 -7.28 -4.16
H 1.73 -8.46 -3.49
H 2.24 -5.08 -1.12
C 6.82 -3.11 -0.25
C 5.90 -1.85 -0.15
O 6.28 -0.83 -1.04
O 8.03 -2.88 0.46
H 7.01 -3.22 -1.32
H 6.26 -3.92 0.21
H 5.84 -1.49 0.88
H 4.95 -2.24 -0.51
H 7.05 -0.36 -0.70
H 8.73 -3.45 0.14
C 3.76 -5.41 2.32
O 3.85 -6.47 1.86
N 2.61 -4.76 2.40
N 4.67 -4.74 2.92
H 1.86 -5.10 1.82
H 2.58 -4.05 3.12
H 4.50 -3.90 3.45
H 5.63 -5.04 2.90
C -4.88 -2.10 0.26
O -3.85 -2.11 -0.41
N -5.97 -2.68 -0.14
N -4.89 -1.77 1.52
H -6.04 -3.05 -1.08
H -6.73 -2.47 0.49
H -4.05 -1.35 1.90
H -5.80 -1.79 1.97
C 0.12 1.72 4.87
O -0.36 2.81 5.04
N -0.15 0.67 5.60
N 1.08 1.55 4.02
H 0.31 -0.20 5.40
H -0.92 0.83 6.23
H 1.61 0.69 4.03
H 1.45 2.45 3.74
C 4.16 0.07 2.75
C 4.87 -0.19 4.11
C 4.95 1.21 4.82
C 5.47 1.00 6.23
C 4.48 0.15 7.01
C 4.17 -1.30 6.34
N 4.04 -1.15 4.87
O 3.50 -2.24 4.24
C 5.22 -2.33 6.80
C 2.80 -1.62 7.05
C 6.26 -0.76 3.73
H 4.77 0.68 2.08
H 3.22 0.61 2.85
H 3.97 -0.82 2.16
H 5.69 1.80 4.27
H 4.00 1.72 4.95
H 5.39 1.95 6.75
H 6.47 0.57 6.23
H 3.59 0.69 7.34
H 5.03 0.16 7.96
H 6.19 -1.84 6.87
H 5.11 -2.80 7.78
H 5.30 -3.22 6.19
H 1.97 -0.93 6.85
H 2.37 -2.60 6.85
H 2.85 -1.60 8.14
H 6.73 -0.08 3.03
H 6.06 -1.72 3.25
H 7.02 -0.91 4.50
H 2.58 -2.14 4.49
C 0.72 2.47 -6.17
C -0.11 1.41 -6.85
C 0.12 1.40 -8.42
C 1.52 0.72 -8.82
C 1.55 -0.65 -8.23
C 1.31 -0.79 -6.74
N 0.16 0.04 -6.37
O -0.13 -0.04 -4.96
C 1.02 -2.28 -6.43
C 2.62 -0.33 -5.93
C -1.55 1.79 -6.60
H 1.63 2.66 -6.74
H 0.75 2.32 -5.09
H 0.21 3.43 -6.13
H -0.70 0.87 -8.91
H 0.04 2.39 -8.88
H 2.32 1.30 -8.37
H 1.67 0.60 -9.89
H 2.51 -1.15 -8.38
H 0.79 -1.21 -8.77
H 1.88 -2.88 -6.70
H 0.81 -2.43 -5.37
H 0.16 -2.79 -6.88
H 2.97 0.67 -6.20
H 2.53 -0.39 -4.85
H 3.49 -0.87 -6.31
H -2.21 1.01 -6.99
H -1.68 2.75 -7.10
H -1.80 1.97 -5.56
H 0.59 0.39 -4.50
C -4.74 1.70 0.71
C -6.19 2.17 0.72
C -6.97 0.83 0.80
C -8.48 1.00 1.17
C -8.59 1.85 2.51
C -7.82 3.18 2.58
N -6.40 3.03 1.98
O -5.51 4.04 2.14
C -8.64 4.26 1.94
C -7.66 3.47 4.08
C -6.47 3.05 -0.56
H -4.05 2.51 0.96
H -4.40 1.20 -0.19
H -4.58 0.92 1.45
H -6.79 0.36 -0.17
H -6.53 0.32 1.65
H -9.00 0.05 1.31
H -9.01 1.47 0.34
H -8.17 1.17 3.26
H -9.64 1.94 2.75
H -8.06 5.14 1.63
H -8.99 3.93 0.96
H -9.57 4.48 2.45
H -8.45 3.19 4.78
H -6.80 2.90 4.42
H -7.43 4.53 4.25
H -5.75 3.79 -0.88
H -7.42 3.59 -0.62
H -6.60 2.33 -1.37
H -5.76 4.66 1.46
C 0.02 7.65 -1.72
C 0.46 6.31 -1.16
C -0.11 6.10 0.27
C -1.58 5.89 0.38
C -1.86 4.60 -0.50
C -1.28 4.57 -1.91
N 0.07 5.11 -1.95
O 0.62 5.10 -3.18
C -1.14 3.04 -2.27
C -2.08 5.39 -3.03
C 2.04 6.35 -1.08
H 0.01 7.72 -2.80
H 0.63 8.50 -1.42
H -1.02 7.88 -1.48
H 0.35 5.22 0.71
H 0.17 6.80 1.06
H -2.16 6.79 0.18
H -1.88 5.70 1.42
H -2.94 4.46 -0.52
H -1.31 3.85 0.07
H -0.84 3.11 -3.31
H -0.35 2.53 -1.72
H -2.11 2.55 -2.15
H -2.09 6.47 -2.90
H -1.81 5.15 -4.06
H -3.12 5.07 -2.96
H 2.29 7.08 -0.32
H 2.46 6.67 -2.04
H 2.54 5.48 -0.66
H 0.14 5.82 -3.60
*
```

# 2
Below is C53H130AsF12N9O19S2 as an isolated structure at a distorted geometry, with properties calculated with wB97M-V/def2-TZVPD.

The lowest unoccupied orbital energy (spin up / spin down) is -5.6 / -5.6 eV. As for the total energy: -224462.0569 eV. The value obtained for the strongest force on any atom is 7.21 eV Å⁻¹. For the HOMO energy (spin up / spin down), the calculation gives -0.3086 / -0.4044 Eh. For the gap between HOMO and LUMO (spin up / spin down), the calculation gives 2.8 / 5.4 eV.

The geometry in ORCA input format:
```
! RIJCOSX wB97M-V def2-TZVPD def2/J DEFGRID3
* xyz 3 2
C -1.11 0.53 3.80
C -0.76 0.51 2.28
C 0.55 1.34 2.23
C 1.41 1.26 0.92
C 1.52 -0.25 0.45
C 0.22 -1.13 0.52
N -0.50 -0.89 1.84
O -1.67 -1.72 2.03
C 0.75 -2.58 0.51
C -0.67 -0.85 -0.76
C -1.78 1.35 1.35
H -2.06 0.05 4.02
H -1.19 1.55 4.17
H -0.39 -0.04 4.40
H 1.25 1.04 3.01
H 0.31 2.39 2.39
H 2.40 1.69 1.05
H 0.91 1.79 0.10
H 2.19 -0.62 1.22
H 1.97 -0.31 -0.54
H -0.06 -3.31 0.56
H 1.40 -2.95 1.29
H 1.30 -2.78 -0.41
H -0.16 -1.18 -1.66
H -0.71 0.24 -0.79
H -1.68 -1.27 -0.77
H -2.55 0.72 0.89
H -1.22 1.85 0.56
H -2.32 2.06 1.97
C 1.65 6.04 -1.90
O 0.53 5.73 -1.06
C -0.44 6.67 -0.70
C -1.11 6.22 0.63
N -0.10 5.98 1.80
H 0.61 5.34 1.48
H 0.36 6.86 1.99
C -0.76 5.49 3.17
C 0.33 5.25 4.16
O 1.54 4.62 3.61
C 2.46 4.21 4.64
H 1.39 6.46 -2.87
H 2.27 5.17 -2.10
H 2.24 6.81 -1.41
H -1.26 6.77 -1.40
H -0.03 7.68 -0.62
H -1.70 5.32 0.52
H -1.76 7.04 0.94
H -1.23 4.54 2.93
H -1.61 6.17 3.30
H -0.14 4.58 4.88
H 0.66 6.18 4.61
H 2.01 3.34 5.12
H 2.62 5.09 5.27
H 3.35 3.99 4.05
C 4.83 -1.16 0.88
O 6.15 -1.66 1.22
C 7.29 -0.87 1.09
C 8.44 -1.65 1.67
N 8.22 -1.96 3.11
H 8.36 -1.13 3.67
H 7.25 -2.21 3.25
C 9.06 -3.17 3.58
C 8.49 -3.58 4.99
O 7.06 -3.66 4.99
C 6.54 -4.33 6.11
H 4.69 -0.89 -0.16
H 4.42 -0.34 1.48
H 4.13 -1.98 1.02
H 7.15 0.06 1.64
H 7.49 -0.66 0.04
H 9.43 -1.22 1.54
H 8.47 -2.58 1.11
H 10.10 -2.86 3.62
H 8.81 -3.99 2.91
H 8.73 -2.73 5.63
H 9.08 -4.41 5.40
H 7.08 -5.26 6.31
H 5.50 -4.42 5.82
H 6.64 -3.62 6.93
C 4.56 -1.08 -6.10
O 3.15 -1.22 -5.87
C 2.37 -0.76 -7.02
C 0.86 -0.92 -6.79
N 0.22 -0.01 -5.77
H -0.05 0.85 -6.22
H -0.66 -0.47 -5.63
C 0.67 0.10 -4.32
C 1.69 1.27 -4.25
O 0.85 2.42 -4.56
C 1.58 3.64 -4.71
H 5.08 -1.76 -5.43
H 4.99 -0.08 -6.05
H 4.89 -1.43 -7.08
H 2.66 -1.32 -7.91
H 2.53 0.28 -7.29
H 0.66 -1.91 -6.41
H 0.37 -0.62 -7.72
H 1.08 -0.90 -4.20
H -0.24 0.28 -3.74
H 2.53 1.13 -4.92
H 2.05 1.35 -3.22
H 2.38 3.78 -3.99
H 0.95 4.53 -4.58
H 2.07 3.76 -5.68
C -1.50 2.89 -2.29
O -2.30 3.65 -3.24
C -1.62 4.75 -3.82
C -2.74 5.69 -4.40
N -3.61 4.88 -5.43
H -3.13 4.79 -6.32
H -3.57 3.96 -5.01
C -5.09 5.17 -5.58
C -5.72 4.26 -6.63
O -4.87 4.03 -7.76
C -5.32 2.96 -8.64
H -2.10 2.07 -1.89
H -1.22 3.49 -1.42
H -0.62 2.38 -2.68
H -1.01 4.43 -4.67
H -1.09 5.43 -3.15
H -2.27 6.52 -4.93
H -3.41 6.05 -3.62
H -5.10 6.21 -5.93
H -5.70 5.02 -4.70
H -6.67 4.74 -6.87
H -5.95 3.30 -6.17
H -6.39 2.74 -8.62
H -4.72 2.09 -8.38
H -5.03 3.41 -9.59
C 5.81 -9.34 -4.11
O 4.43 -9.25 -4.31
C 3.66 -8.71 -3.27
C 3.38 -7.22 -3.54
N 3.00 -6.91 -4.98
H 3.90 -6.78 -5.41
H 2.54 -7.70 -5.39
C 2.06 -5.70 -5.16
C 2.66 -4.29 -4.71
O 2.77 -4.35 -3.35
C 3.36 -3.16 -2.87
H 6.28 -8.42 -4.46
H 6.29 -10.22 -4.55
H 6.15 -9.24 -3.07
H 4.20 -8.75 -2.32
H 2.77 -9.32 -3.11
H 4.20 -6.55 -3.31
H 2.48 -6.87 -3.04
H 1.25 -6.01 -4.50
H 1.73 -5.78 -6.19
H 1.85 -3.57 -4.84
H 3.47 -4.06 -5.40
H 2.63 -2.35 -2.83
H 4.20 -2.82 -3.48
H 3.67 -3.43 -1.86
C -7.21 1.78 4.37
O -7.28 0.69 3.33
C -6.53 -0.47 3.68
C -5.08 -0.29 3.24
N -4.70 -0.74 1.80
H -3.70 -0.81 1.68
H -5.01 -1.70 1.71
C -5.44 0.11 0.73
C -5.11 -0.60 -0.64
O -5.28 -1.97 -0.75
C -4.54 -2.58 -1.86
H -7.62 2.72 4.00
H -6.19 2.06 4.60
H -7.66 1.39 5.29
H -6.92 -1.29 3.08
H -6.60 -0.66 4.75
H -4.51 -0.87 3.96
H -4.78 0.74 3.40
H -5.00 1.08 0.96
H -6.51 0.05 0.90
H -4.07 -0.29 -0.73
H -5.63 -0.19 -1.51
H -5.21 -2.61 -2.73
H -4.32 -3.60 -1.57
H -3.63 -2.04 -2.13
C 1.68 -1.80 7.63
O 1.20 -2.39 6.45
C 2.17 -2.47 5.43
C 1.63 -3.29 4.24
N 0.12 -2.96 4.03
H 0.03 -2.19 4.68
H -0.09 -2.58 3.12
C -0.95 -4.00 4.32
C -1.09 -5.10 3.28
O 0.18 -5.71 3.08
C 0.13 -6.43 1.79
H 0.80 -1.44 8.16
H 2.26 -0.88 7.57
H 2.20 -2.58 8.19
H 3.02 -3.02 5.83
H 2.40 -1.49 4.99
H 1.69 -4.36 4.46
H 2.08 -3.04 3.28
H -1.93 -3.53 4.22
H -0.73 -4.35 5.33
H -1.50 -4.59 2.41
H -1.86 -5.75 3.69
H -0.75 -7.07 1.81
H 1.02 -7.04 1.63
H 0.05 -5.72 0.98
As -4.21 -0.29 7.49
F -3.60 -1.31 6.17
F -3.74 -1.63 8.63
F -4.80 0.69 8.82
F -4.70 1.06 6.39
F -5.84 -1.00 7.29
F -2.65 0.51 7.78
C -5.89 3.53 -1.49
F -6.44 4.34 -2.41
F -6.85 3.25 -0.58
F -5.31 2.50 -2.09
S -4.60 4.45 -0.39
O -3.83 3.29 0.15
O -3.87 5.36 -1.30
N -5.59 5.41 0.67
S -5.31 4.93 2.04
O -5.85 3.66 2.39
O -3.89 5.00 2.40
C -6.34 6.14 3.23
F -7.61 5.84 3.10
F -5.99 5.83 4.46
F -6.14 7.47 2.87
*
```